No. 1
A cluster of 2 separate species, C13H19N in total. Source: the Open Molecules 2025 dataset; level of theory: wB97M-V/def2-TZVPD.

ORCA input file:
```
! RIJCOSX wB97M-V def2-TZVPD def2/J DEFGRID3
* xyz 0 1
C -3.45 1.02 -0.31
C -4.36 1.75 -1.33
C -2.61 2.09 0.42
C -4.25 0.21 0.72
H -2.67 0.49 -0.81
H -4.64 2.73 -0.93
H -3.16 2.73 1.12
H -1.81 1.60 0.97
H -2.10 2.78 -0.27
H -3.70 -0.70 0.97
H -4.35 0.78 1.65
H -5.23 -0.03 0.33
H -5.22 1.14 -1.57
H -3.83 1.95 -2.27
C 4.97 0.48 0.61
C 1.98 -1.28 -0.82
C 2.78 -0.94 0.30
C 3.87 -0.15 -0.18
C 3.72 -0.06 -1.53
C 0.85 -2.10 -0.71
C 0.55 -2.51 0.57
C 1.33 -2.22 1.70
C 2.45 -1.41 1.57
N 2.60 -0.76 -1.92
H 0.22 -2.35 -1.55
H -0.33 -3.11 0.75
H 2.22 -0.73 -2.84
H 0.95 -2.61 2.64
H 4.35 0.47 -2.23
H 3.04 -1.24 2.46
H 4.93 1.56 0.52
H 5.95 0.14 0.29
H 4.93 0.28 1.68
*
```

LUMO, eV: 0.84
Energy above the lowest of the compared OMol25 structures with the same formula, charge and spin, kcal per mole: 10.5


No. 2
A cluster of 4 separate species, C5H13NO3 in total. Source: the Open Molecules 2025 dataset; level of theory: wB97M-V/def2-TZVPD.

ORCA input file:
```
! RIJCOSX wB97M-V def2-TZVPD def2/J DEFGRID3
* xyz 0 1
C 0.22 1.82 -0.32
C -0.55 1.63 -1.62
N 1.11 1.30 2.04
O 0.46 0.51 2.68
O 2.42 0.76 1.80
H 2.90 1.47 1.38
H -0.46 -0.76 2.02
H -0.37 2.40 0.38
H 1.14 2.38 -0.47
H 0.12 1.39 -2.44
H -1.11 2.53 -1.89
H -1.24 0.79 -1.52
C -1.48 -2.37 -0.60
C 0.66 -1.09 -0.09
C -0.58 -1.60 0.29
O -1.11 -1.27 1.45
H 1.03 -1.41 -1.06
H 0.54 0.40 -0.16
H -1.69 -1.81 -1.52
H -1.02 -3.32 -0.89
H -2.43 -2.59 -0.12
H 1.45 -1.17 0.66
*
```

LUMO (alpha / beta), eV: -0.34 / -0.34
Energy above the lowest of the compared OMol25 structures with the same formula, charge and spin, kcal per mole: 154.5


No. 3
The molecule C5H13N. Source: the Open Molecules 2025 dataset; level of theory: wB97M-V/def2-TZVPD.

ORCA input file:
```
! RIJCOSX wB97M-V def2-TZVPD def2/J DEFGRID3
* xyz 0 1
C 1.30 -1.84 -0.52
C 0.98 -0.43 -0.04
C -0.48 0.00 -0.32
C -1.15 0.63 0.90
C -2.57 1.06 0.64
N 1.91 0.57 -0.56
H 0.49 -2.55 -0.35
H 2.18 -2.25 -0.01
H 1.54 -1.90 -1.59
H 1.07 -0.46 1.06
H -1.01 -0.91 -0.58
H -0.54 0.69 -1.15
H -0.52 1.47 1.24
H -1.10 -0.05 1.75
H -3.17 0.22 0.29
H -2.64 1.74 -0.21
H -3.15 1.51 1.44
H 2.84 0.23 -0.77
H 1.50 1.17 -1.25
*
```

LUMO, eV: 1.21
Energy above the lowest of the compared OMol25 structures with the same formula, charge and spin, kcal per mole: 9.2


No. 4
The molecule CN2O2S2. Source: the Open Molecules 2025 dataset; level of theory: wB97M-V/def2-TZVPD.

ORCA input file:
```
! RIJCOSX wB97M-V def2-TZVPD def2/J DEFGRID3
* xyz 0 1
C 0.90 1.30 0.02
N 1.69 1.97 -0.46
N 0.02 -1.92 -0.48
O -1.09 -2.04 -0.06
O 0.65 -0.87 -0.44
S -0.24 0.36 0.87
S -1.93 1.20 0.55
*
```

LUMO (alpha / beta), eV: -2.54 / -2.51
Energy above the lowest of the compared OMol25 structures with the same formula, charge and spin, kcal per mole: 50.2


No. 5
A structure of composition C28H25BCoN6O3S. Source: the Open Molecules 2025 dataset; level of theory: wB97M-V/def2-TZVPD.

ORCA input file:
```
! RIJCOSX wB97M-V def2-TZVPD def2/J DEFGRID3
* xyz 1 1
Co 0.67 -1.02 0.68
O -1.03 -4.02 -1.14
C -0.51 -2.97 -0.86
N -0.67 -2.24 0.30
C -1.66 -2.42 1.24
O -2.69 -3.03 1.12
C -1.28 -1.69 2.50
C -2.05 -1.70 3.64
C -1.63 -0.96 4.73
C -0.47 -0.21 4.63
C 0.26 -0.24 3.45
N -0.15 -0.98 2.42
C 0.49 -2.29 -1.76
C 0.76 -2.74 -3.03
C 1.60 -1.97 -3.83
C 2.12 -0.79 -3.33
C 1.82 -0.41 -2.03
N 1.02 -1.16 -1.26
H -2.96 -2.29 3.64
H -2.21 -0.95 5.65
H -0.12 0.39 5.46
H 1.16 0.33 3.32
H 0.31 -3.66 -3.36
H 1.84 -2.29 -4.83
H 2.76 -0.15 -3.93
H 2.23 0.49 -1.60
O -0.47 0.58 0.47
S -0.23 1.65 -0.60
C -1.25 1.16 -1.98
C -1.05 1.81 -3.19
C -1.81 1.43 -4.28
C -2.73 0.39 -4.16
C -2.91 -0.25 -2.95
C -2.16 0.13 -1.84
C -1.12 3.05 0.02
C -0.53 4.29 -0.16
C -1.21 5.42 0.29
C -2.43 5.28 0.93
C -2.99 4.02 1.12
C -2.34 2.89 0.66
H -0.32 2.61 -3.27
H -1.68 1.93 -5.23
H -3.31 0.09 -5.02
H -3.62 -1.06 -2.86
H -2.28 -0.37 -0.88
H 0.44 4.38 -0.63
H -0.77 6.40 0.16
H -2.95 6.16 1.29
H -3.95 3.92 1.62
H -2.76 1.90 0.80
B 3.63 2.51 0.61
C 2.80 1.20 0.86
N 2.16 0.24 0.94
H 3.89 3.00 1.68
H 2.87 3.20 -0.05
H 4.60 2.18 -0.02
N 3.11 -2.30 1.50
C 3.73 -3.46 1.80
C 2.79 -4.46 1.66
C 1.62 -3.82 1.27
N 1.82 -2.51 1.18
H 3.48 -1.36 1.46
H 4.76 -3.47 2.08
H 2.94 -5.52 1.82
H 0.66 -4.25 1.06
*
```

LUMO, eV: -3.43
Energy above the lowest of the compared OMol25 structures with the same formula, charge and spin, kcal per mole: 0.0


No. 6
A structure of composition C3H4OS2. Source: the Open Molecules 2025 dataset; level of theory: wB97M-V/def2-TZVPD.

ORCA input file:
```
! RIJCOSX wB97M-V def2-TZVPD def2/J DEFGRID3
* xyz 0 1
C -1.65 -0.46 0.05
C 1.27 -0.47 -0.21
C 1.42 1.05 0.04
H -1.78 -0.36 1.27
H -1.78 0.69 -0.39
H -2.67 -1.02 -0.66
H 2.14 1.40 1.06
O 0.68 1.86 -0.60
S -0.28 -1.49 -0.36
S 2.66 -1.22 -0.21
*
```

LUMO, eV: -1.14
Energy above the lowest of the compared OMol25 structures with the same formula, charge and spin, kcal per mole: 88.3